No. 1
93
Properties=species:S:1:pos:R:3 method="wB97M-V/def2-TZVPD" multiplicity=1 homo_lumo_gap_ev=8.513 molar_mass_g_mol=653.6 e_homo_ev=-6.39 charge=-1
As 22.94986 1.99790 11.61651
F 23.74000 0.86870 10.45247
F 22.69284 3.13098 10.24848
F 22.17844 3.09105 12.77070
F 23.12897 0.71288 12.84216
F 24.55895 2.77660 12.06927
F 21.20547 1.29454 11.41375
O 24.29048 3.94527 7.76515
H 24.95843 4.40563 8.27323
H 24.10408 3.15584 8.27337
O 25.67037 5.23810 9.79800
H 26.19829 5.87945 10.27361
H 24.96346 5.01321 10.40292
O 21.25927 3.22882 7.61757
H 21.51022 2.49576 7.05555
H 22.07947 3.51448 8.01994
O 19.89657 2.57674 14.61203
H 20.43767 3.23667 14.17853
H 20.51480 1.89555 14.87662
O 18.44608 1.86429 12.14485
H 18.38883 1.84531 13.10015
H 19.34460 1.59587 11.95290
O 20.21949 3.89244 10.08920
H 20.97976 3.61041 10.59780
H 19.50937 3.94608 10.72880
C 22.38651 -0.10224 17.66811
C 22.59278 -0.11797 16.10087
C 21.84960 -1.29040 15.50953
O 22.02609 -2.52154 16.20987
C 20.98828 -3.48087 16.28564
N 22.17597 1.12004 15.40943
H 22.82356 -0.91908 18.24244
H 21.31574 -0.02958 17.85858
H 22.96756 0.68651 18.14597
H 23.64205 -0.24909 15.83640
H 22.20566 -1.47064 14.49521
H 20.80056 -0.99970 15.56540
H 21.28342 -4.03363 17.17751
H 20.98131 -4.04673 15.35405
H 20.03911 -3.00133 16.52483
H 23.00286 1.67454 15.57938
H 22.25993 0.80649 14.45301
C 27.43348 2.29307 14.55026
C 27.07114 3.75017 14.59987
C 27.75046 4.67501 13.55230
O 29.21865 4.69078 13.47816
C 29.77801 5.81416 12.76334
N 25.61654 3.84330 14.40581
H 26.94548 1.86566 15.42620
H 28.47634 1.97619 14.53889
H 26.96483 1.82231 13.68605
H 27.38321 4.07052 15.59389
H 27.42940 5.70012 13.73717
H 27.53342 4.47428 12.50316
H 30.80722 5.60787 12.46960
H 29.79432 6.64677 13.46662
H 29.15856 6.20769 11.95742
H 25.27281 3.26105 13.65552
H 25.51807 4.72509 13.92327
C 24.51438 -1.85190 10.68647
C 25.94387 -1.81141 11.25846
C 26.89299 -2.17455 10.10845
O 28.24728 -2.31136 10.72114
C 29.26875 -2.73815 9.82703
N 26.09313 -0.49473 11.77447
H 24.45168 -1.50985 9.65343
H 23.85284 -1.20154 11.25873
H 24.11011 -2.85486 10.82338
H 26.20240 -2.37605 12.15425
H 26.94701 -1.42647 9.31752
H 26.58035 -3.13174 9.69114
H 29.41460 -2.02857 9.01259
H 28.90962 -3.70099 9.46361
H 30.16698 -2.92031 10.41703
H 25.47971 -0.38793 12.56971
H 25.79413 0.26168 11.17568
C 21.10033 10.42705 11.65242
C 21.25037 8.95618 11.16609
C 20.24249 8.09005 11.98854
O 20.71047 6.69945 12.11080
C 19.64457 5.99583 12.68930
N 20.94273 8.96643 9.73961
H 21.71446 10.55905 12.54322
H 20.06303 10.63074 11.91815
H 21.44510 11.11280 10.87848
H 22.24476 8.54250 11.33395
H 19.24622 8.31530 11.60799
H 20.19068 8.41274 13.02839
H 19.57919 6.12310 13.76987
H 19.84531 4.92640 12.62513
H 18.68939 6.17750 12.19662
H 20.06075 9.45769 9.76927
H 21.53229 9.65803 9.29893


No. 2
111
Properties=species:S:1:pos:R:3 method="wB97M-V/def2-TZVPD" multiplicity=6 de_lowest_kcal_mol=3.9 homo_lumo_gap_ev="6.024 / 7.027" molar_mass_g_mol=853.8 e_homo_ev="-3.49 / -4.50" charge=-1
Ru 0.44684 0.90075 0.64854
N 4.89144 -1.51772 -0.22117
C 4.03448 -0.48278 -0.47303
O 2.87226 -0.68124 -0.74206
C 4.69323 0.88426 -0.45056
C 3.75545 2.05244 -0.76587
H 4.49576 -2.43684 -0.11365
H 5.80617 -1.34112 0.15071
H 5.51164 0.84295 -1.17473
H 5.13366 1.03410 0.54071
H 2.94259 1.73028 -1.41471
H 4.31283 2.84410 -1.26661
F 4.29317 1.86307 4.51869
C 3.92363 2.11468 3.24000
C 2.88113 1.36701 2.65407
C 2.44874 1.58085 1.37801
C 3.12919 2.66455 0.53571
C 4.23409 3.36121 1.27058
F 5.01839 4.21805 0.54448
C 4.61405 3.10583 2.54549
C 2.02754 3.62856 0.05517
C 2.24038 4.98803 -0.13887
C 1.20473 5.77397 -0.62114
C -0.03059 5.19334 -0.84283
C -0.15838 3.83353 -0.62783
N 0.85401 3.06002 -0.24062
H 2.41166 0.60766 3.27405
H 5.43423 3.64191 3.00492
H 3.20427 5.42715 0.07265
H 1.36606 6.82970 -0.80684
H -0.87941 5.77331 -1.18120
H -1.10017 3.32763 -0.77548
C -2.77737 0.50810 4.01994
C -1.36692 0.98785 3.72532
C -0.57837 1.23640 4.99889
O -0.63441 -0.00215 3.00217
C -1.48091 2.32417 2.92611
O -2.02055 3.26649 3.51394
O -1.00044 2.33262 1.74601
H -2.75618 -0.41982 4.59904
H -3.31623 0.33423 3.08654
H -3.31036 1.28030 4.57355
H -0.59973 0.35214 5.64197
H -0.99859 2.09534 5.51953
H 0.46053 1.45239 4.73506
H -1.19856 -0.37395 2.31352
C -3.27227 1.10736 -0.62817
C -3.25321 1.05983 -2.15739
C -3.95535 -0.21064 -2.65793
C -1.89817 1.23953 -2.84792
C -1.79570 2.34668 -3.68965
C -0.69547 2.55284 -4.50033
C 0.29917 1.59308 -4.54371
C 0.24594 0.47041 -3.72478
C 1.28960 -0.61807 -3.90680
C 2.68131 -0.07878 -4.24688
C 0.85306 -1.56159 -5.03839
C -0.82097 0.33189 -2.81140
N -0.84140 -0.77124 -1.90391
B -0.50635 -0.82982 -0.46130
N -0.86023 -2.23408 -0.16507
C -1.25163 -2.88979 -1.33722
C -1.22176 -2.03433 -2.36438
C -1.16417 -2.85665 1.08438
C -0.17243 -3.36338 1.94308
C -0.56120 -3.88947 3.17340
C -1.88740 -3.96196 3.55624
C -2.86175 -3.52382 2.67792
C -2.52418 -2.97399 1.44698
C -3.65668 -2.53111 0.52914
C -4.67519 -1.63001 1.23255
C -4.38011 -3.75110 -0.05540
C 1.31799 -3.46213 1.63069
C 2.05623 -2.19519 2.06369
C 1.63522 -3.85368 0.17584
H -4.30043 0.97066 -0.27658
H -2.90478 2.05787 -0.24155
H -2.65098 0.32230 -0.20280
H -3.85663 1.90539 -2.49712
H -3.46126 -1.10623 -2.27966
H -3.95796 -0.25031 -3.75066
H -4.99303 -0.22300 -2.31040
H -2.60448 3.07026 -3.70697
H -0.62634 3.44371 -5.11420
H 1.13233 1.72593 -5.22428
H 1.35261 -1.17426 -2.97475
H 2.73744 0.24328 -5.29179
H 3.42946 -0.86238 -4.10235
H 2.94898 0.76666 -3.61638
H 0.83672 -1.01964 -5.98913
H -0.14238 -1.96741 -4.86608
H 1.55128 -2.39893 -5.13331
H -1.48352 -3.94329 -1.35017
H -1.50725 -2.22276 -3.38633
H 0.20699 -4.27728 3.83520
H -2.16211 -4.37992 4.51812
H -3.90738 -3.59634 2.95859
H -3.23500 -1.96298 -0.29629
H -5.27776 -2.19256 1.95035
H -5.35522 -1.19633 0.49546
H -4.18165 -0.81997 1.76290
H -4.84950 -4.33177 0.74308
H -3.68942 -4.40543 -0.58825
H -5.15794 -3.42973 -0.75384
H 1.68608 -4.27297 2.26552
H 1.68813 -1.33426 1.51536
H 3.13201 -2.28293 1.87722
H 1.89926 -2.01150 3.12915
H 1.76296 -2.96958 -0.44716
H 0.83431 -4.45870 -0.25332
H 2.54860 -4.45968 0.15097


No. 3
17
Properties=species:S:1:pos:R:3 method="wB97M-V/def2-TZVPD" multiplicity=1 de_lowest_kcal_mol=64.2 homo_lumo_gap_ev=6.300 molar_mass_g_mol=104.1 smiles=N[C@H](C[O-])CCO e_homo_ev=-2.53 charge=-1
C 0.87057 -0.74111 1.48368
O 1.31442 -0.00842 2.52212
C 0.34248 0.14037 0.33338
C -0.24877 -0.70348 -0.78563
C -1.01915 0.12175 -1.79302
O -2.43718 0.14368 -1.51339
N 1.48918 0.91027 -0.13136
H 1.68121 -1.33903 0.95067
H 0.06982 -1.47263 1.75056
H -0.47050 0.70895 0.82335
H 0.58412 -1.20578 -1.28115
H -0.84974 -1.52220 -0.37515
H -0.67435 1.15236 -1.70575
H -0.91102 -0.22789 -2.81169
H -2.52818 0.60221 -0.67527
H 2.12161 0.87228 0.68305
H 1.27365 1.90236 -0.11860